{
  "formula": "C4H10FN",
  "method": "ωB97M-V with the def2-TZVPD basis set",
  "energy_ev": -8516.488,
  "gap_ev": 10.219,
  "fmax_ha_per_bohr": 0.0749,
  "smiles": "C[C@H](CN)CF",
  "symbols": ["C", "C", "C", "N", "C", "F", "H", "H", "H", "H", "H", "H", "H", "H", "H", "H"],
  "xyz": [[0.25812, -1.00899, 1.09321], [-0.48687, 0.16548, 0.54125], [-0.79598, -0.07648, -0.89225], [0.40350, -0.80271, -1.67222], [0.38231, 1.42136, 0.72535], [0.04523, 2.47164, -0.08085], [0.71254, -0.79556, 2.03520], [-0.51351, -1.75582, 1.20454], [0.87460, -1.60669, 0.50828], [-1.40361, 0.32965, 1.15063], [-1.77330, -0.62487, -1.03740], [-0.80236, 0.80039, -1.47897], [0.96241, 0.00086, -1.95559], [0.22504, -1.41447, -2.43578], [1.42813, 1.21801, 0.48160], [0.48376, 1.67820, 1.81299]],
  "forces_ev_per_angstrom": [[-1.9, -0.7, 1.4], [0.8, 1.3, 0.4], [0.3, -2.5, -2.9], [-0.7, 1.8, 2.5], [1.5, -1.0, 1.0], [-0.7, 0.7, 0.1], [0.3, 0.0, 0.8], [-0.5, -0.4, 1.0], [1.8, 0.2, -1.6], [0.3, -0.2, -0.6], [1.2, 0.4, 0.1], [-1.0, 1.3, -0.1], [0.1, -0.7, -0.4], [-0.7, -0.1, -0.5], [0.0, -0.4, -0.3], [-0.8, 0.3, -0.8]],
  "nbo_charge": [-0.618, -0.289, -0.214, -0.887, 0.062, -0.365, 0.203, 0.209, 0.247, 0.211, 0.200, 0.206, 0.352, 0.370, 0.153, 0.161]
}